#i
Computed, not measured: a structure of composition C50H57IN7O3STi, with ωB97M-V with the def2-TZVPD basis set.

Last column: Löwdin charge in e.
CARTESIAN COORDINATES (ANGSTROEM)
1 Ti -0.65 1.18 -0.03  1.074
2 C -3.04 -2.90 4.10  -0.084
3 C -2.52 -3.19 2.85  -0.070
4 C -2.56 -2.26 1.82  -0.016
5 C -3.13 -1.01 2.06  -0.203
6 C -3.63 -0.70 3.32  -0.037
7 C -3.59 -1.65 4.33  -0.073
8 N -3.13 -0.03 1.02  -0.094
9 C -3.92 1.12 1.04  -0.170
10 C -5.28 0.97 1.35  -0.009
11 C -6.14 2.05 1.38  -0.038
12 C -5.68 3.34 1.11  -0.055
13 C -4.35 3.52 0.82  -0.010
14 C -3.47 2.43 0.81  -0.166
15 N -2.10 2.66 0.56  -0.004
16 N -1.66 3.81 0.72  0.143
17 C -0.27 3.98 0.39  -0.296
18 C 0.30 5.19 0.74  0.031
19 C 1.65 5.37 0.46  -0.010
20 C 2.36 4.35 -0.15  -0.010
21 C 1.71 3.17 -0.47  -0.072
22 N 0.41 3.01 -0.23  0.018
23 H -3.00 -3.63 4.89  0.105
24 H -2.08 -4.16 2.65  0.108
25 H -2.14 -2.49 0.86  0.103
26 H -4.03 0.29 3.53  0.115
27 H -3.98 -1.39 5.30  0.110
28 H -5.66 -0.03 1.53  0.132
29 H -7.18 1.88 1.60  0.118
30 H -6.36 4.17 1.10  0.112
31 H -3.95 4.50 0.59  0.114
32 H -0.30 5.94 1.22  0.129
33 H 2.14 6.30 0.72  0.124
34 H 3.42 4.45 -0.38  0.121
35 H 2.21 2.33 -0.94  0.135
36 C 4.87 -2.86 1.62  -0.066
37 C 4.49 -1.96 2.79  -0.555
38 C 5.65 -1.00 3.07  -0.040
39 C 4.26 -2.86 4.02  -0.043
40 C 3.23 -1.15 2.51  -0.147
41 C 2.64 -1.13 1.24  0.044
42 C 1.49 -0.37 1.04  -0.170
43 N 0.77 -0.17 -0.16  -0.004
44 C 0.72 -1.04 -1.25  -0.184
45 C 1.27 -2.32 -1.35  0.054
46 C 1.16 -3.04 -2.53  -0.142
47 C 0.51 -2.45 -3.62  0.028
48 C -0.13 -1.22 -3.56  -0.091
49 C -0.05 -0.58 -2.32  -0.249
50 O -0.91 0.50 -1.99  -0.347
51 C -0.76 -0.57 -4.80  -0.516
52 C -0.10 0.80 -5.01  -0.028
53 C -2.28 -0.37 -4.68  -0.049
54 C -0.50 -1.41 -6.05  -0.059
55 C 1.76 -4.43 -2.68  -0.553
56 C 2.40 -4.93 -1.39  -0.063
57 C 0.65 -5.42 -3.08  -0.039
58 C 2.83 -4.40 -3.78  -0.038
59 C 0.98 0.39 2.09  -0.206
60 O -0.13 1.13 1.70  -0.178
61 C 1.53 0.43 3.35  -0.081
62 C 2.66 -0.38 3.53  0.032
63 C 0.94 1.28 4.47  -0.528
64 C -0.50 0.82 4.75  -0.030
65 C 0.96 2.76 4.07  -0.032
66 C 1.74 1.13 5.77  -0.061
67 H 5.74 -3.46 1.88  0.090
68 H 5.14 -2.28 0.73  0.086
69 H 4.06 -3.54 1.35  0.081
70 H 6.57 -1.56 3.27  0.088
71 H 5.45 -0.37 3.94  0.081
72 H 5.83 -0.35 2.22  0.089
73 H 5.14 -3.48 4.20  0.088
74 H 3.41 -3.51 3.87  0.093
75 H 4.09 -2.27 4.92  0.077
76 H 3.09 -1.66 0.42  0.092
77 H 1.78 -2.74 -0.50  0.087
78 H 0.49 -2.99 -4.55  0.096
79 H -0.25 1.45 -4.15  0.059
80 H -0.54 1.30 -5.88  0.092
81 H 0.97 0.70 -5.19  0.099
82 H -2.54 0.44 -4.01  0.043
83 H -2.78 -1.29 -4.37  0.092
84 H -2.68 -0.10 -5.66  0.094
85 H 0.57 -1.59 -6.21  0.091
86 H -0.88 -0.88 -6.92  0.091
87 H -1.01 -2.38 -6.01  0.093
88 H 1.69 -4.96 -0.56  0.091
89 H 3.25 -4.30 -1.09  0.079
90 H 2.78 -5.94 -1.54  0.091
91 H -0.13 -5.46 -2.31  0.092
92 H 1.07 -6.42 -3.20  0.089
93 H 0.18 -5.14 -4.02  0.079
94 H 3.61 -3.68 -3.54  0.092
95 H 2.41 -4.13 -4.75  0.079
96 H 3.29 -5.38 -3.88  0.089
97 H 3.13 -0.39 4.50  0.097
98 H -1.13 0.92 3.87  0.065
99 H -0.93 1.43 5.55  0.091
100 H -0.52 -0.22 5.07  0.095
101 H 0.33 2.94 3.20  0.061
102 H 1.97 3.09 3.84  0.093
103 H 0.58 3.37 4.89  0.089
104 H 1.75 0.11 6.13  0.091
105 H 1.28 1.75 6.54  0.090
106 H 2.77 1.47 5.65  0.090
107 I 0.54 5.21 -5.38  0.913
108 C -1.10 4.43 -4.38  -0.739
109 C -2.36 4.40 -4.96  -0.122
110 C -3.40 3.84 -4.23  -0.039
111 C -3.14 3.34 -2.96  -0.135
112 N -1.93 3.36 -2.40  0.074
113 C -0.94 3.91 -3.10  -0.238
114 H -2.52 4.79 -5.95  0.105
115 H -4.40 3.79 -4.63  0.114
116 H -3.93 2.89 -2.38  0.097
117 H 0.04 3.92 -2.65  0.076
118 O -3.76 0.42 -1.75  -0.364
119 S -2.60 -0.39 -1.51  1.098
120 N -2.10 -0.18 0.09  -0.321

Net charge: +1
LUMO level: -0.1625 hartree
E_HOMO: -9.801 eV
Multiplicity: 1

=====

#ii
Computed, not measured: a structure of composition C50H57IN7O3STi, with ωB97M-V with the def2-TZVPD basis set.

Last column: Löwdin charge in e.
CARTESIAN COORDINATES (ANGSTROEM)
1 Ti 0.63 -0.06 -1.17  1.104
2 C 1.22 5.46 -1.96  -0.061
3 C 1.34 4.97 -3.25  -0.053
4 C 1.53 3.62 -3.47  -0.021
5 C 1.60 2.77 -2.37  -0.250
6 C 1.48 3.24 -1.08  -0.001
7 C 1.29 4.60 -0.87  -0.046
8 N 1.77 1.34 -2.55  -0.127
9 C 3.11 0.83 -2.76  -0.189
10 C 4.21 1.63 -3.00  0.021
11 C 5.44 1.02 -3.22  -0.025
12 C 5.58 -0.36 -3.21  -0.037
13 C 4.48 -1.17 -2.93  0.006
14 C 3.27 -0.56 -2.68  -0.212
15 N 2.10 -1.25 -2.25  -0.040
16 N 2.09 -2.49 -2.17  0.168
17 C 0.82 -2.96 -1.68  -0.257
18 C 0.61 -4.32 -1.62  0.031
19 C -0.64 -4.75 -1.21  -0.017
20 C -1.62 -3.81 -0.90  -0.020
21 C -1.32 -2.46 -0.98  -0.071
22 N -0.11 -2.05 -1.37  0.051
23 H 1.06 6.52 -1.80  0.113
24 H 1.28 5.65 -4.10  0.114
25 H 1.64 3.23 -4.47  0.111
26 H 1.53 2.56 -0.24  0.121
27 H 1.20 4.99 0.13  0.116
28 H 4.11 2.70 -3.04  0.127
29 H 6.30 1.64 -3.42  0.119
30 H 6.54 -0.81 -3.40  0.118
31 H 4.57 -2.25 -2.88  0.122
32 H 1.41 -5.00 -1.88  0.126
33 H -0.86 -5.81 -1.13  0.123
34 H -2.61 -4.11 -0.58  0.122
35 H -2.03 -1.69 -0.72  0.134
36 C -3.35 0.55 4.63  -0.069
37 C -3.96 1.37 3.48  -0.555
38 C -5.37 0.84 3.21  -0.043
39 C -4.04 2.83 3.94  -0.042
40 C -3.12 1.28 2.20  -0.153
41 C -1.96 0.52 2.14  0.051
42 C -1.26 0.46 0.94  -0.185
43 N -0.06 -0.18 0.65  -0.014
44 C 0.75 -0.87 1.55  -0.179
45 C 0.40 -1.56 2.70  0.032
46 C 1.39 -2.15 3.47  -0.154
47 C 2.72 -2.04 3.05  0.037
48 C 3.11 -1.40 1.88  -0.080
49 C 2.09 -0.83 1.12  -0.230
50 O 2.25 -0.21 -0.08  -0.183
51 C 4.57 -1.37 1.43  -0.525
52 C 4.75 -2.38 0.29  -0.030
53 C 5.53 -1.78 2.56  -0.060
54 C 4.99 0.03 0.97  -0.033
55 C 0.99 -2.90 4.74  -0.555
56 C 0.28 -1.93 5.70  -0.039
57 C 0.03 -4.04 4.37  -0.045
58 C 2.19 -3.51 5.47  -0.064
59 C -1.70 1.19 -0.17  -0.222
60 O -0.88 1.02 -1.25  -0.195
61 C -2.83 2.00 -0.14  -0.076
62 C -3.53 1.99 1.08  0.012
63 C -3.34 2.90 -1.26  -0.526
64 C -3.45 4.34 -0.73  -0.036
65 C -4.73 2.42 -1.69  -0.034
66 C -2.45 2.94 -2.50  -0.049
67 H -3.98 0.65 5.51  0.089
68 H -2.35 0.90 4.89  0.087
69 H -3.30 -0.51 4.38  0.085
70 H -5.98 0.90 4.11  0.088
71 H -5.34 -0.20 2.88  0.090
72 H -5.87 1.42 2.43  0.078
73 H -4.62 2.91 4.86  0.088
74 H -4.53 3.46 3.19  0.077
75 H -3.05 3.24 4.12  0.092
76 H -1.60 0.01 3.01  0.078
77 H -0.64 -1.65 2.98  0.099
78 H 3.48 -2.48 3.67  0.086
79 H 4.57 -3.40 0.65  0.094
80 H 5.76 -2.33 -0.12  0.091
81 H 4.04 -2.18 -0.51  0.043
82 H 5.37 -2.81 2.89  0.082
83 H 5.42 -1.13 3.43  0.096
84 H 6.55 -1.70 2.21  0.089
85 H 4.42 0.36 0.10  0.062
86 H 6.05 0.02 0.70  0.087
87 H 4.85 0.76 1.77  0.096
88 H -0.62 -1.50 5.24  0.067
89 H 0.94 -1.11 5.98  0.094
90 H -0.02 -2.45 6.61  0.089
91 H -0.89 -3.66 3.92  0.074
92 H -0.26 -4.60 5.27  0.087
93 H 0.49 -4.74 3.67  0.089
94 H 2.89 -2.74 5.79  0.090
95 H 2.72 -4.22 4.84  0.089
96 H 1.84 -4.04 6.36  0.088
97 H -4.42 2.60 1.14  0.104
98 H -4.10 4.42 0.14  0.077
99 H -3.85 4.99 -1.51  0.090
100 H -2.46 4.72 -0.45  0.088
101 H -5.45 2.44 -0.87  0.081
102 H -4.69 1.39 -2.06  0.089
103 H -5.12 3.05 -2.50  0.086
104 H -1.45 3.31 -2.28  0.078
105 H -2.91 3.60 -3.24  0.087
106 H -2.36 1.95 -2.94  0.052
107 I -4.09 1.78 -6.43  0.911
108 C -3.54 -0.01 -5.55  -0.721
109 C -4.32 -1.15 -5.67  -0.124
110 C -3.89 -2.31 -5.04  -0.051
111 C -2.71 -2.27 -4.31  -0.146
112 N -1.96 -1.18 -4.18  0.065
113 C -2.38 -0.07 -4.79  -0.264
114 H -5.24 -1.14 -6.25  0.105
115 H -4.46 -3.22 -5.10  0.111
116 H -2.36 -3.16 -3.80  0.097
117 H -1.78 0.82 -4.66  0.049
118 O 2.29 0.73 -5.56  -0.406
119 S 1.05 0.39 -4.92  1.010
120 N 0.81 0.79 -3.47  -0.286

Net charge: +1
LUMO level: -0.1608 hartree
E_HOMO: -9.469 eV
Multiplicity: 1

=====

Which is most stable? The ranking, best first, is #ii, #i.

=====

#i
Computed, not measured: the molecule C4H4O3, with ωB97M-V with the def2-TZVPD basis set.

Last column: Löwdin charge in e.
CARTESIAN COORDINATES (ANGSTROEM)
1 C -1.60 0.28 -0.46  0.008
2 C -0.38 -0.60 -0.39  -0.380
3 O -0.15 -1.54 -1.12  0.133
4 C 0.61 -0.30 0.74  -0.277
5 O 0.35 -0.48 1.90  0.141
6 C 1.98 0.24 0.33  -0.152
7 O 2.22 0.59 -0.80  0.105
8 H -2.23 0.09 0.42  0.098
9 H -2.16 0.05 -1.37  0.092
10 H -1.31 1.33 -0.44  0.097
11 H 2.69 0.34 1.18  0.135

LUMO level: -0.0369 hartree
SMILES: CC(=O)C(=O)C=O
E_HOMO: -9.794 eV
Multiplicity: 1

=====

#ii
Computed, not measured: the molecule C4H4O3, with ωB97M-V with the def2-TZVPD basis set.

Last column: Löwdin charge in e.
CARTESIAN COORDINATES (ANGSTROEM)
1 O -0.31 2.01 -1.44  0.169
2 C -0.54 1.12 -0.69  -0.398
3 O -1.75 0.60 -0.31  0.056
4 C -1.15 -0.38 0.58  -0.022
5 C 0.22 0.12 0.12  -0.348
6 C 1.50 -0.52 -0.18  -0.033
7 O 1.32 0.32 0.96  0.054
8 H -1.49 -1.39 0.33  0.130
9 H -1.37 -0.15 1.62  0.135
10 H 2.18 -0.12 -0.94  0.139
11 H 1.34 -1.57 -0.06  0.118

LUMO level: 0.0290 hartree
SMILES: O=C1OC[C@@]12CO2
E_HOMO: -10.691 eV
Multiplicity: 1

=====

Which is most stable? The ranking, best first, is #i, #ii.

=====

#i
Computed, not measured: a structure of composition C7H9N2O, with ωB97M-V with the def2-TZVPD basis set.

Last column: Löwdin charge in e.
CARTESIAN COORDINATES (ANGSTROEM)
1 C 0.28 1.48 -1.58  0.109
2 C 0.13 0.60 -2.57  0.008
3 C 0.93 -1.55 0.36  -0.001
4 C 0.71 -2.25 -0.77  -0.059
5 C -1.34 0.70 0.29  -0.033
6 C -0.46 0.30 1.44  0.014
7 C -0.29 0.34 -0.63  -0.405
8 N -0.30 -0.42 -1.79  -0.010
9 N 0.59 -0.16 0.40  0.033
10 O 0.13 -1.77 -1.86  0.072
11 H 0.44 2.49 -1.38  0.094
12 H 0.40 0.47 -3.62  0.149
13 H 1.64 -1.86 1.08  0.130
14 H 0.88 -3.31 -0.98  0.162
15 H -2.28 0.14 0.50  0.156
16 H -1.51 1.83 0.29  0.160
17 H -0.06 1.11 2.10  0.157
18 H -0.64 -0.52 1.98  0.088
19 H 1.43 0.34 0.54  0.176

Net charge: +1
LUMO level: -0.1132 hartree
E_HOMO: -12.862 eV
Multiplicity: 1

=====

#ii
Computed, not measured: the ion C7H9N2O with charge +1, with ωB97M-V with the def2-TZVPD basis set.

Last column: Löwdin charge in e.
CARTESIAN COORDINATES (ANGSTROEM)
1 C -1.80 0.12 0.81  0.005
2 C -1.95 -1.20 0.56  0.055
3 C -0.66 0.85 0.40  -0.025
4 C -1.02 -2.08 -0.14  -0.353
5 C 0.91 -0.36 -0.16  -0.137
6 C 0.46 -1.75 -0.19  -0.073
7 C 0.45 2.94 0.05  0.013
8 N -1.53 -3.12 -0.63  0.211
9 N 1.92 0.31 -0.33  0.177
10 O -0.63 2.10 0.42  0.039
11 H -2.60 0.67 1.30  0.135
12 H -2.88 -1.69 0.83  0.138
13 H 0.91 -2.24 0.69  0.158
14 H 0.91 -2.23 -1.08  0.146
15 H 1.28 2.39 -0.38  0.072
16 H 0.05 3.67 -0.66  0.117
17 H 0.76 3.48 0.95  0.118
18 H -0.93 -3.76 -1.13  0.089
19 H 2.81 -0.09 -0.59  0.115

Net charge: +1
LUMO level: -0.2023 hartree
E_HOMO: -13.952 eV
Multiplicity: 1

=====

#iii
Computed, not measured: the ion C7H9N2O with charge +1, with ωB97M-V with the def2-TZVPD basis set.

Last column: Löwdin charge in e.
CARTESIAN COORDINATES (ANGSTROEM)
1 C -2.53 1.23 -0.15  -0.005
2 C -1.89 2.04 -0.99  -0.029
3 C -1.63 0.13 0.21  -0.165
4 C -0.34 0.55 -0.40  -0.244
5 C -1.91 -0.90 1.06  0.205
6 C 1.77 -0.73 0.26  -0.162
7 C 2.77 -1.41 -0.45  -0.048
8 N -0.52 1.69 -1.01  0.149
9 N 0.80 -0.11 -0.52  0.207
10 O 2.39 -0.81 1.69  0.044
11 H -3.47 1.41 0.22  0.103
12 H -2.19 2.96 -1.33  0.115
13 H -2.80 -1.00 1.65  0.092
14 H -1.19 -1.73 1.13  0.088
15 H 1.69 -0.49 2.25  0.081
16 H 2.15 -2.21 -0.92  0.133
17 H 3.50 -1.90 0.23  0.108
18 H 3.34 -0.92 -1.26  0.127
19 H 0.05 2.20 -1.69  0.201

Net charge: +1
LUMO level (alpha / beta): -0.1949 / -0.1950 hartree
SMILES: C=C1C=CNC1=[N+]=C(C)O
E_HOMO (alpha / beta): -13.195 / -13.195 eV
Multiplicity: 1

=====

Which is most stable? The ranking, best first, is #iii, #ii, #i.